Entry 1:
Formula: C6H16N2
Source: OMol25
Level of theory: ωB97M-V/def2-TZVPD

For the relative energy (zero: lowest compared OMol25 entry of this formula, charge and spin), the calculation gives 596.2 kJ/mol. For the HOMO energy, the calculation gives -8.2 eV. Its spin multiplicity is 1. For the orbital gap, the calculation gives 6.77 eV.

Geometry as XYZ:
```
24
Properties=species:S:1:pos:R:3:forces:R:3
C -0.923 -1.843 0.127 1.7 0.5 -1.4
N -1.716 -0.873 0.784 -1.5 -0.4 -0.7
C -1.132 -0.065 1.622 1.8 -3.1 1.8
C -1.326 1.535 1.158 -0.6 3.1 -2.2
N -0.118 2.090 1.172 0.5 -0.3 1.6
C -0.181 -1.382 -1.192 -0.4 0.1 0.2
C 1.467 0.272 -2.295 -1.0 -0.2 -0.9
C 0.545 -0.056 -1.136 -0.1 0.6 0.5
H -0.073 -2.164 0.754 -0.4 -0.2 0.2
H -1.530 -2.674 -0.214 -0.2 -0.2 0.4
H 2.198 0.587 1.346 0.1 0.1 0.2
H -0.048 -0.248 1.712 0.1 0.3 0.2
H -1.530 -0.179 2.642 -0.4 1.2 -0.2
H -1.674 1.481 0.110 -0.4 -0.2 0.8
H -2.046 1.983 1.837 -0.5 -0.6 0.2
H 2.495 0.850 1.978 0.0 -0.1 -0.1
H 0.076 2.281 2.179 0.3 0.1 -0.8
H 0.480 -2.194 -1.462 0.4 -0.3 0.1
H -0.872 -1.342 -2.015 -0.6 0.1 -0.4
H 1.744 1.316 -2.277 0.4 0.2 0.2
H 2.324 -0.370 -2.302 0.7 -0.2 0.0
H 0.960 0.154 -3.279 0.1 -0.2 0.6
H -0.172 0.750 -1.061 -0.5 0.1 -0.2
H 1.053 0.092 -0.188 0.5 -0.4 0.0
```
Positions in Å, forces in eV/Å.


Entry 2:
Formula: C4H3N3
Source: OMol25
Level of theory: ωB97M-V/def2-TZVPD

For the relative energy (zero: lowest compared OMol25 entry of this formula, charge and spin), the calculation gives 203.1 kJ/mol. For the HOMO energy, the calculation gives -9.3 eV. As for the SMILES: N#Cc1ncc[nH]1. Its spin multiplicity is 1. For the orbital gap, the calculation gives 9.81 eV.

Geometry as XYZ:
```
10
Properties=species:S:1:pos:R:3:forces:R:3
C 1.628 0.643 -0.440 2.8 1.8 1.9
C 0.187 0.193 -0.083 3.4 1.9 1.4
C -1.616 -0.226 1.067 -1.5 -5.4 -2.0
C -1.620 -0.978 -0.150 -0.2 -1.8 -4.0
H -2.213 -0.632 1.943 0.7 1.5 -1.1
H -2.116 -1.868 -0.840 0.3 2.6 2.7
H -0.187 -0.970 -1.761 0.6 -0.6 -1.6
N 2.762 1.061 -0.429 -5.8 -2.3 -0.5
N -0.444 0.336 1.097 3.7 3.0 -0.3
N -0.455 -0.586 -0.912 -4.0 -0.8 3.5
```
Positions in Å, forces in eV/Å.


Entry 3:
Formula: C13H16ClCuIN2
Source: OMol25
Level of theory: ωB97M-V/def2-TZVPD

For the HOMO energy (spin up / spin down), the calculation gives -7.4 / -7.4 eV. Its spin multiplicity is 2. For the orbital gap (spin up / spin down), the calculation gives 6.65 / 6.42 eV.

Geometry as XYZ:
```
34
Properties=species:S:1:pos:R:3:forces:R:3
C -2.844 -2.429 2.591 0.4 0.5 0.7
C -3.527 -1.073 2.447 -0.2 -0.5 0.5
H -3.070 -3.101 1.761 0.2 0.1 0.0
H -3.135 -2.940 3.515 -0.2 0.1 -0.1
H -1.744 -2.266 2.664 -1.7 -0.2 0.2
H -3.166 -0.522 1.570 -0.1 0.0 0.1
H -4.602 -1.235 2.364 -0.1 0.4 -0.1
H -3.341 -0.496 3.364 -0.1 0.1 -0.4
C 2.038 -1.869 -0.808 -0.1 -0.3 -0.8
C 2.870 -2.120 -1.893 0.3 0.4 -0.2
C 2.978 -1.160 -2.899 -0.4 0.0 0.2
C 2.244 0.023 -2.775 -0.8 0.3 0.4
H 2.019 -2.535 0.065 -0.1 0.3 -0.7
H 3.410 -3.057 -1.911 0.2 0.1 -0.1
H 3.607 -1.322 -3.774 0.0 0.1 0.3
H 2.347 0.847 -3.483 0.1 -0.5 0.1
N 1.165 -0.868 -0.833 0.9 0.8 -0.5
C 1.292 0.134 -1.735 1.1 -1.7 -0.3
C 0.460 1.316 -1.464 -0.7 0.6 0.5
N -0.377 1.199 -0.382 0.1 1.3 -0.7
C -1.023 2.312 0.026 0.4 0.1 -1.0
C -0.145 3.623 -1.830 0.1 -0.5 0.4
C -0.936 3.531 -0.678 -0.1 -0.2 0.2
H -1.627 2.233 0.934 0.2 -0.1 -0.4
H -1.486 4.402 -0.310 0.2 -0.4 -0.2
C 0.602 2.508 -2.204 -0.2 -0.6 0.4
H 1.307 2.526 -3.043 -0.5 0.1 0.4
H -0.078 4.536 -2.422 -0.1 -0.2 0.3
Cu -0.164 -0.604 0.742 0.1 -0.2 0.0
I 0.024 -3.017 1.488 0.8 -0.8 -0.3
Cl 2.170 1.043 1.291 1.1 0.8 0.0
C 0.957 0.167 2.165 -0.6 -0.2 0.6
H 1.422 -0.654 2.711 -0.2 0.4 0.1
H 0.351 0.867 2.746 0.2 -0.3 0.1
```
Positions in Å, forces in eV/Å.


Entry 4:
Formula: C27H29AlNOPS2
Source: OMol25
Level of theory: ωB97M-V/def2-TZVPD

For the relative energy (zero: lowest compared OMol25 entry of this formula, charge and spin), the calculation gives 16.5 kJ/mol. For the HOMO energy, the calculation gives -13.6 eV. The net charge is +2. Its spin multiplicity is 1. For the orbital gap, the calculation gives 7.74 eV.

Geometry as XYZ:
```
62
Properties=species:S:1:pos:R:3:forces:R:3
Al 0.023 0.039 0.795 0.1 0.0 -0.4
C -3.198 0.219 0.607 0.0 -0.2 -0.2
C -2.616 -1.149 0.379 0.0 0.2 0.0
C -3.464 -2.242 0.156 -0.1 0.1 0.0
C -2.934 -3.485 -0.041 0.0 -0.1 0.0
C -1.535 -3.677 -0.047 -0.1 0.0 -0.1
C -0.941 -4.937 -0.276 0.0 -0.1 0.0
C 0.419 -5.045 -0.306 0.1 0.0 0.0
C 1.230 -3.909 -0.101 0.1 0.0 0.0
C 0.684 -2.672 0.135 0.1 0.0 0.0
S 1.733 -1.249 0.362 -0.1 -0.1 0.0
C -0.723 -2.550 0.159 -0.1 0.3 0.0
N -1.292 -1.301 0.384 0.0 -0.1 0.1
H -4.001 0.176 1.343 0.0 0.0 0.0
H -3.626 0.601 -0.324 0.0 0.0 0.0
H -2.456 0.940 0.946 0.0 0.0 0.1
H -4.535 -2.081 0.153 0.1 0.0 0.0
H -3.584 -4.342 -0.193 0.1 0.1 0.0
H -1.578 -5.801 -0.429 0.1 0.1 0.0
H 0.887 -6.005 -0.489 0.0 0.1 0.0
H 2.310 -4.007 -0.137 -0.1 0.0 0.0
O -0.256 0.629 2.431 -0.1 -0.4 -0.2
S -0.249 1.448 3.735 0.1 0.4 0.3
C -1.534 0.667 4.743 0.0 0.0 0.2
C -0.847 0.271 6.053 0.0 0.0 -0.1
C 0.524 -0.273 5.652 -0.1 0.1 0.0
C 1.121 0.770 4.710 0.0 0.0 0.0
H -1.842 -0.202 4.160 0.0 0.0 0.0
H -2.366 1.360 4.846 0.0 0.0 0.0
H -1.453 -0.460 6.584 0.0 0.0 0.0
H -0.738 1.141 6.703 0.0 0.0 0.0
H 0.423 -1.230 5.139 0.0 0.0 0.0
H 1.175 -0.422 6.511 0.0 0.0 0.0
H 1.855 0.400 3.995 0.0 0.0 0.0
H 1.545 1.623 5.244 0.0 0.0 0.0
C -0.104 3.534 0.467 -0.1 -0.1 0.0
P -0.039 2.047 -0.571 0.2 0.1 0.1
C 1.446 2.210 -1.568 0.1 -0.2 0.1
C 2.671 1.852 -1.000 0.0 0.1 -0.1
C 3.843 2.016 -1.720 0.0 0.0 0.0
C 3.790 2.529 -3.012 0.0 0.0 0.0
C 2.574 2.881 -3.579 0.0 0.0 0.0
C 1.396 2.720 -2.862 0.0 0.1 -0.1
C -1.465 2.060 -1.657 -0.1 -0.2 0.0
C -2.488 2.994 -1.518 0.0 0.0 -0.1
C -3.616 2.902 -2.325 0.0 0.0 0.0
C -3.724 1.880 -3.258 0.0 0.0 0.0
C -2.703 0.946 -3.399 0.1 0.0 0.0
C -1.575 1.031 -2.598 -0.1 0.0 0.0
H -0.173 4.416 -0.167 0.0 0.0 0.0
H 0.826 3.589 1.034 0.0 0.0 0.0
H -0.948 3.512 1.158 0.0 0.0 0.0
H 2.720 1.453 0.008 0.0 0.0 0.0
H 4.793 1.738 -1.282 0.0 0.0 0.0
H 4.704 2.649 -3.582 -0.1 0.0 0.0
H 2.539 3.286 -4.583 0.0 0.0 0.0
H 0.448 2.994 -3.309 0.0 0.0 0.0
H -2.410 3.802 -0.800 0.0 0.0 0.0
H -4.406 3.638 -2.230 0.0 0.0 0.0
H -4.603 1.816 -3.887 0.0 0.0 0.0
H -2.782 0.160 -4.140 0.0 0.0 0.0
H -0.774 0.307 -2.714 0.0 0.0 0.0
```
Positions in Å, forces in eV/Å.


Entry 5:
Formula: C5H5NO
Source: OMol25
Level of theory: ωB97M-V/def2-TZVPD

For the relative energy (zero: lowest compared OMol25 entry of this formula, charge and spin), the calculation gives 672.7 kJ/mol. For the HOMO energy, the calculation gives -9.8 eV. Its spin multiplicity is 1. For the orbital gap, the calculation gives 8.55 eV.

Geometry as XYZ:
```
12
Properties=species:S:1:pos:R:3:forces:R:3
O -2.259 -0.460 -0.377 -0.1 0.2 0.0
C -1.088 -0.818 0.300 0.2 -0.2 0.2
C 0.124 -0.315 -0.500 0.1 -0.1 0.0
C 0.245 1.173 -0.547 0.4 0.4 0.1
C 1.176 1.865 -0.091 -0.6 -0.3 -0.3
C 1.426 -0.424 0.209 0.8 0.3 0.5
N 2.434 -0.130 0.756 -0.8 -0.4 -0.4
H -2.271 0.506 -0.440 -0.1 -0.1 0.0
H -1.043 -0.399 1.315 0.0 0.0 -0.1
H -1.076 -1.909 0.368 0.0 0.1 0.0
H 0.164 -0.805 -1.477 0.0 0.1 0.1
H 2.343 1.075 0.622 0.0 -0.1 0.0
```
Positions in Å, forces in eV/Å.


Entry 6:
Formula: C26H34N8O4SV
Source: OMol25
Level of theory: ωB97M-V/def2-TZVPD

For the relative energy (zero: lowest compared OMol25 entry of this formula, charge and spin), the calculation gives 58.8 kJ/mol. For the HOMO energy (spin up / spin down), the calculation gives -6.6 / -7.8 eV. Its spin multiplicity is 4. For the orbital gap (spin up / spin down), the calculation gives 6.96 / 8.16 eV.

Geometry as XYZ:
```
74
Properties=species:S:1:pos:R:3:forces:R:3
V 0.037 -0.101 0.151 0.5 0.2 0.1
N 3.142 6.537 2.698 0.0 0.0 0.0
C 2.241 5.476 2.731 0.0 0.0 0.0
C 2.573 4.248 2.153 0.0 0.0 0.0
C 1.703 3.179 2.229 0.0 0.0 0.0
C 0.486 3.324 2.883 0.0 0.0 0.0
C 0.138 4.538 3.451 0.0 0.0 0.0
C 1.014 5.607 3.382 0.0 0.0 0.0
S -0.626 1.957 2.969 0.0 0.1 0.0
O 0.067 0.873 3.645 0.0 0.0 0.0
O -1.854 2.416 3.556 0.0 0.0 0.0
N -0.800 1.456 1.450 0.1 -0.1 0.0
C -1.136 2.281 0.437 0.0 -0.1 -0.1
N -0.968 1.643 -0.758 0.1 0.0 -0.1
C -1.181 2.334 -1.864 -0.1 0.0 0.0
C -1.594 3.655 -1.827 0.0 0.0 0.0
C -1.762 4.206 -0.564 0.0 0.0 0.0
N -1.542 3.547 0.564 0.0 0.0 0.1
H 3.815 6.505 1.950 0.0 0.0 0.0
H 2.733 7.451 2.807 0.0 0.0 0.0
H 3.521 4.136 1.640 0.0 0.0 0.0
H 1.962 2.241 1.752 0.0 0.0 0.0
H -0.825 4.638 3.931 0.0 0.0 0.0
H 0.744 6.556 3.831 0.0 0.0 0.0
H -1.015 1.811 -2.800 0.0 0.0 0.0
H -1.771 4.223 -2.727 0.0 0.0 0.0
H -2.088 5.236 -0.454 0.0 0.0 0.0
N 1.214 -1.168 1.717 -0.2 0.0 -0.2
C 1.139 -2.634 1.883 0.1 0.0 0.0
C 0.243 -3.081 3.032 0.0 0.0 0.0
C -1.258 -2.928 2.815 0.0 0.0 0.0
N -1.635 -1.536 2.668 0.0 0.1 0.0
H 2.166 -0.886 1.505 0.0 0.0 0.0
H 0.953 -0.677 2.573 0.0 0.0 0.0
H 2.143 -3.028 2.067 0.0 0.0 0.0
H 0.794 -3.079 0.946 0.0 0.0 0.0
H 0.539 -2.549 3.944 0.0 0.0 0.0
H 0.444 -4.139 3.224 0.0 0.0 0.0
H -1.775 -3.450 3.634 0.0 0.0 0.0
H -1.527 -3.453 1.890 0.0 0.0 0.0
H -1.303 -0.952 3.428 0.0 0.0 0.0
H -2.635 -1.409 2.589 0.0 0.0 0.0
O 1.987 0.882 -0.280 -0.1 -0.1 0.1
C 2.205 -0.011 -1.146 -0.1 0.0 0.0
O 1.364 -0.935 -1.350 -0.1 0.1 0.0
C 3.477 0.018 -1.933 0.0 0.0 0.0
C 4.358 1.082 -1.789 0.0 0.0 0.0
C 5.537 1.109 -2.518 0.0 0.0 0.0
C 5.839 0.070 -3.388 0.0 0.0 0.0
C 4.960 -0.995 -3.532 0.0 0.0 0.0
C 3.778 -1.020 -2.807 0.0 0.0 0.0
H 4.102 1.879 -1.103 0.0 0.0 0.0
H 6.223 1.940 -2.409 0.0 0.0 0.0
H 6.761 0.090 -3.954 0.0 0.0 0.0
H 5.197 -1.805 -4.210 0.0 0.0 0.0
H 3.075 -1.836 -2.904 0.0 0.0 0.0
N -1.455 -1.512 -0.355 0.0 -0.1 -0.1
C -2.055 -2.339 -0.895 0.0 0.1 0.1
N -2.747 -3.278 -1.496 0.0 0.0 0.0
C -4.030 -3.718 -0.923 0.0 0.0 0.0
C -4.777 -4.544 -1.960 0.0 0.0 0.0
C -4.858 -3.801 -3.291 0.0 0.0 0.0
C -3.460 -3.431 -3.839 0.0 0.0 0.0
C -2.360 -3.744 -2.832 0.0 0.0 0.0
H -4.617 -2.835 -0.658 0.0 0.0 0.0
H -3.851 -4.293 -0.012 0.0 0.0 0.0
H -5.776 -4.754 -1.577 0.0 0.0 0.0
H -4.286 -5.512 -2.088 0.0 0.0 0.0
H -5.447 -2.893 -3.144 0.0 0.0 0.0
H -5.403 -4.406 -4.015 0.0 0.0 0.0
H -3.422 -2.367 -4.079 0.0 0.0 0.0
H -3.247 -3.969 -4.764 0.0 0.0 0.0
H -1.424 -3.255 -3.096 0.0 0.0 0.0
H -2.162 -4.818 -2.786 0.0 0.0 0.0
```
Positions in Å, forces in eV/Å.


Entry 7:
Formula: C28H47NO2P2Pt
Source: OMol25
Level of theory: ωB97M-V/def2-TZVPD

For the HOMO energy (spin up / spin down), the calculation gives -12.7 / -12.7 eV. The net charge is +2. Its spin multiplicity is 5. For the orbital gap (spin up / spin down), the calculation gives 5.77 / 4.40 eV.

Geometry as XYZ:
```
81
Properties=species:S:1:pos:R:3:forces:R:3
Pt -0.154 -0.455 -4.741 -1.4 -0.1 3.9
C -0.659 -1.916 0.255 0.2 0.0 0.0
C 0.672 -2.130 -0.171 0.3 0.0 0.3
C 0.706 -0.570 1.535 -0.3 0.0 0.5
C -0.657 -0.933 1.295 0.0 -0.4 -0.1
C 1.521 -1.309 0.636 -0.1 -0.3 -0.7
C -1.842 -2.626 -0.270 -0.3 -0.1 -0.2
H -1.592 -3.117 -1.230 -0.3 0.1 0.6
H -2.646 -1.888 -0.434 0.1 -0.5 0.1
H -2.199 -3.389 0.462 0.1 0.5 -0.5
C -1.828 -0.519 2.093 -0.2 0.2 0.2
H -2.787 -0.633 1.562 0.4 -0.1 0.2
H -1.741 0.518 2.459 0.1 -0.3 -0.1
H -1.855 -1.188 2.969 -0.1 0.2 0.0
C 1.168 0.266 2.646 0.3 0.2 -0.1
H 1.074 -0.333 3.566 0.1 0.2 0.0
H 0.562 1.175 2.795 -0.2 -0.2 -0.1
H 2.212 0.558 2.505 -0.1 -0.1 0.2
C 2.996 -1.223 0.515 0.1 0.1 -0.2
H 3.476 -1.812 1.325 -0.1 0.4 -0.4
H 3.289 -0.159 0.589 0.2 -0.6 0.2
H 3.325 -1.604 -0.470 0.0 0.1 0.6
C 1.135 -3.067 -1.235 0.0 -0.1 0.0
H 1.328 -4.093 -0.844 0.0 0.7 -0.1
H 2.068 -2.685 -1.684 -0.4 -0.3 0.1
H 0.358 -3.178 -2.006 0.3 0.0 0.1
C -1.481 0.630 -6.197 -0.7 -0.2 -1.3
C -1.703 -0.722 -6.419 -0.3 0.5 -1.3
C -0.770 -1.613 -7.194 0.0 -0.5 -0.3
C 0.784 -1.381 -7.120 0.4 -1.6 -0.9
C 1.445 -0.961 -5.816 1.7 3.6 -1.2
C 1.549 0.529 -5.501 1.0 -2.6 -2.3
C 0.933 1.625 -6.314 -0.2 1.3 -0.7
C -0.464 1.442 -6.987 0.7 0.5 0.1
H -1.014 -1.606 -8.267 -0.2 0.1 0.2
H 1.101 -0.792 -8.016 0.0 -0.2 1.0
H -1.051 -2.626 -6.855 0.5 0.2 -0.2
H -0.273 1.119 -8.017 -0.5 -0.6 0.4
H -2.356 1.191 -5.788 0.9 -0.5 -0.1
H -2.770 -1.089 -6.349 1.4 0.1 0.7
H -0.887 2.441 -7.142 0.1 -0.1 0.3
H 0.892 2.576 -5.750 0.2 -0.6 0.1
H 2.613 0.749 -5.224 -1.4 0.1 1.1
H 1.616 1.870 -7.141 0.1 -0.1 0.2
H 1.185 -2.394 -7.269 -0.1 0.2 -0.5
H 2.387 -1.449 -5.405 -1.8 -0.1 -0.5
P -1.385 0.407 -2.535 -1.1 0.4 1.6
P 1.316 1.310 -2.137 0.7 0.9 1.3
C -1.110 2.082 -3.299 -0.1 0.1 -0.6
C 0.281 2.647 -2.876 -0.6 -0.4 -0.5
H -1.919 2.737 -2.957 0.2 0.0 0.2
H -1.194 2.013 -4.392 0.2 0.1 0.5
H 0.800 3.058 -3.745 -0.1 0.1 0.1
H 0.104 3.435 -2.128 0.2 -0.3 -0.1
C 1.430 1.936 -0.425 -0.3 -1.0 0.2
H 2.032 1.231 0.168 -0.1 0.6 -0.2
H 0.427 2.005 0.019 0.1 0.3 0.0
H 1.890 2.935 -0.471 -0.1 -0.3 0.1
C 3.132 1.453 -2.460 0.2 -0.4 -0.8
H 3.401 2.458 -2.787 -0.1 0.1 0.0
H 3.491 0.750 -3.213 -0.1 0.1 0.0
H 3.684 1.235 -1.539 -0.4 0.1 -0.1
C -2.538 0.759 -1.095 0.3 0.0 0.3
H -2.142 0.386 -0.136 -0.2 0.2 -0.6
H -3.522 0.316 -1.313 0.4 0.1 0.1
H -2.654 1.838 -0.978 0.2 0.0 -0.1
C -2.528 -0.837 -3.364 0.4 0.1 -1.0
H -1.949 -1.767 -3.585 -0.5 0.4 0.0
H -2.925 -0.429 -4.308 -0.1 -0.3 0.6
H -3.367 -1.091 -2.699 0.5 0.1 -0.2
O -1.934 4.139 -1.181 0.5 -0.9 0.2
C -1.755 4.053 0.043 -0.3 0.9 0.4
C -2.266 5.188 0.958 0.1 -0.4 -0.1
C -1.919 4.670 2.345 0.2 -0.2 0.3
C -1.223 3.298 2.068 -0.4 1.2 0.8
O -0.830 2.599 3.011 -0.1 -0.1 -1.1
N -1.139 3.041 0.731 -0.5 0.0 -0.3
H -1.736 6.125 0.694 -0.5 -0.5 0.0
H -3.352 5.295 0.778 0.6 0.2 0.1
H -1.216 5.334 2.893 -0.5 -0.5 -0.2
H -2.809 4.479 2.974 0.5 0.2 -0.2
```
Positions in Å, forces in eV/Å.


Entry 8:
Formula: C3H6N2O
Source: OMol25
Level of theory: ωB97M-V/def2-TZVPD

For the relative energy (zero: lowest compared OMol25 entry of this formula, charge and spin), the calculation gives 165.5 kJ/mol. For the HOMO energy, the calculation gives -9.2 eV. As for the SMILES: CN/C=N/C=O. Its spin multiplicity is 1. For the orbital gap, the calculation gives 9.92 eV.

Geometry as XYZ:
```
12
Properties=species:S:1:pos:R:3:forces:R:3
C 1.373 1.688 -0.158 0.1 0.0 -0.1
N 0.283 0.809 0.202 0.0 -0.1 -0.1
C -0.033 -0.423 -0.202 -0.2 0.1 0.2
N -1.114 -0.801 0.406 -0.1 -0.3 -0.1
C -1.710 -2.012 0.253 -0.1 -0.3 -0.1
O -2.713 -2.310 0.858 0.2 -0.3 -0.3
H 2.023 1.923 0.694 -0.2 -0.1 -0.1
H 1.994 1.205 -0.919 -0.1 0.0 0.1
H 1.017 2.631 -0.586 -0.1 -0.2 0.1
H 0.596 -0.949 -0.938 -0.3 0.0 0.2
H -0.509 0.938 0.851 0.9 1.4 0.1
H -1.207 -2.698 -0.459 -0.1 -0.2 0.0
```
Positions in Å, forces in eV/Å.


| no. | calculated total energy (hartree) |
| --- | --- |
| 1 | -347.49776 |
| 2 | -318.40737 |
| 3 | -3012.80712 |
| 4 | -2556.09375 |
| 5 | -323.26345 |
| 6 | -3092.49343 |
| 7 | -2101.53172 |
| 8 | -302.63008 |